The following is a quantum chemistry calculation of C27H37IN3OPRuSSi2Te as an isolated structure in a non-equilibrium geometry, from the Open Molecules 2025 dataset.

The geometry in XYZ format:
```
75
Properties=species:S:1:pos:R:3:lowdin_charge:R:1
Ru -0.59567 -0.44808 -0.25756 0.15
C 1.87871 -2.04722 -2.59668 -0.22
Si 0.53324 -2.25660 -1.23073 0.33
C -0.58941 -3.59315 -2.03042 -0.29
C 1.63810 -3.19953 -0.01278 -0.31
C 2.29883 -4.40494 -0.28403 -0.11
C 3.20102 -4.94415 0.61577 -0.12
C 3.46162 -4.27717 1.81327 -0.12
C 2.80680 -3.09057 2.09167 -0.12
C 1.89229 -2.53651 1.18595 -0.30
Si 0.91072 -0.93319 1.44917 0.37
C 2.30296 0.31788 1.92006 -0.23
C 0.15314 -1.24844 3.16218 -0.29
H 2.16363 -3.06299 -2.88980 0.02
H 2.76789 -1.55512 -2.19457 0.03
H 1.60519 -1.51339 -3.50580 -0.01
H -0.12023 -4.06589 -2.90116 0.01
H -1.55233 -3.17935 -2.33870 -0.02
H -0.80745 -4.37530 -1.29909 0.00
H 2.10274 -4.93399 -1.21312 0.09
H 3.70830 -5.87653 0.39243 0.09
H 4.17260 -4.69044 2.52061 0.09
H 3.01158 -2.59053 3.03510 0.09
H 3.04308 -0.20967 2.52941 0.02
H 1.93180 1.13684 2.54635 0.01
H 2.83811 0.73984 1.06478 0.00
H 0.90978 -1.70443 3.81055 0.02
H -0.69537 -1.92783 3.07948 -0.05
H -0.19843 -0.32901 3.63600 -0.01
Te -3.14919 0.37928 2.56886 0.76
C -3.56747 0.04586 4.59019 -1.06
C -2.91155 -0.78246 5.46266 -0.26
C -3.44883 -0.74821 6.77895 -0.22
C -4.50197 0.10929 6.89763 -0.46
S -4.85074 0.85392 5.39703 0.87
H -2.07495 -1.39645 5.16068 0.08
H -3.05757 -1.32864 7.60322 0.09
H -5.07590 0.33061 7.78321 0.05
I -2.49276 -2.25217 0.68210 0.21
C -1.00641 2.12030 -3.00213 -0.24
P -0.25253 0.50880 -2.48247 0.86
C -0.80180 -0.50668 -3.89667 -0.25
C 1.47483 1.01799 -2.89920 -0.38
C 2.35271 1.22270 -1.84464 -0.11
C 3.63715 1.70023 -2.07227 -0.08
C 4.06178 1.96426 -3.36447 -0.10
C 3.19394 1.75640 -4.43087 -0.09
C 1.90772 1.29625 -4.19349 -0.11
H -0.68485 2.36528 -4.01610 0.04
H -0.67530 2.91987 -2.33880 0.04
H -2.09554 2.05359 -2.98462 0.03
H -0.46614 -1.53309 -3.78948 0.01
H -1.89437 -0.51034 -3.88203 0.05
H -0.46846 -0.10285 -4.85320 0.04
H 2.01744 0.96123 -0.84664 0.05
H 4.30689 1.85151 -1.23426 0.10
H 5.06711 2.32437 -3.54624 0.09
H 3.52007 1.95054 -5.44528 0.10
H 1.24469 1.14369 -5.03781 0.09
C -4.49765 3.08187 -0.78891 -0.01
N -3.11277 3.14133 -0.33912 -0.04
C -2.52092 4.29142 0.05774 -0.06
C -1.25179 4.32970 0.50883 0.00
C -0.57130 3.05735 0.57673 -0.38
N -1.12887 1.95027 0.16282 0.09
C -2.39703 1.94240 -0.34062 -0.67
O -2.90585 0.91650 -0.76168 -0.09
N 0.69784 2.99533 1.03018 0.18
H -5.00434 3.99118 -0.47277 0.09
H -4.97027 2.21321 -0.33686 0.09
H -4.54269 2.98271 -1.87366 0.09
H -3.13382 5.18171 -0.00656 0.13
H -0.78672 5.24879 0.82596 0.10
H 1.01091 3.70131 1.67372 0.11
H 1.03400 2.05927 1.22194 0.04
```

Properties
* ⟨S²⟩: 0.96
* spin multiplicity: 2
* total charge: -1
* relative energy (zero: lowest compared OMol25 entry of this formula, charge and spin): 55.8 kcal per mole

The following is a quantum chemistry calculation of an isolated ion of composition C9H14N3 and charge +1 in a non-equilibrium geometry, from the Open Molecules 2025 dataset.

The geometry in XYZ format:
```
26
Properties=species:S:1:pos:R:3:lowdin_charge:R:1
C 2.29231 -0.03870 2.78210 0.02
C 2.34850 -0.31897 1.30971 -0.05
N 1.42478 -0.74678 0.58885 0.17
C 0.49150 -1.26209 -0.06460 -0.05
C 0.27266 -2.71372 -0.15187 0.02
C -0.75327 -0.09969 -0.58930 -0.14
N -1.89261 -0.59719 -1.05656 0.12
C -2.51830 0.45596 -1.63100 -0.35
N -3.85875 0.47361 -2.03208 0.13
C -1.69090 1.56005 -1.51388 0.00
C -0.48640 1.19462 -0.86917 -0.23
C 0.61836 2.14092 -0.51033 -0.03
H 1.37478 -0.30725 3.15878 0.06
H 2.89722 -0.87622 3.34570 0.16
H 2.63810 0.90719 2.82029 0.05
H 3.20426 -0.16903 0.82761 0.11
H 1.10450 -3.30403 0.03850 0.09
H -0.61600 -2.85792 0.35402 0.09
H 0.07715 -2.94010 -1.12339 0.07
H -2.17978 -1.49282 -1.41134 0.17
H -4.20271 1.39027 -2.30317 0.11
H -4.10616 -0.31950 -2.57018 0.08
H -1.94028 2.58743 -1.90534 0.14
H 1.52406 1.90210 -0.94695 0.05
H 0.40042 3.14719 -0.93357 0.10
H 0.78973 2.25402 0.57822 0.09
```

Properties
* structure (SMILES): C/C=N\C(C)=C1\NC(=[NH2+])C=C1C
* total charge: +1
* relative energy (zero: lowest compared OMol25 entry of this formula, charge and spin): 73.7 kcal per mole

The following is a quantum chemistry calculation of one molecule with the formula C23H22N2O6 in a non-equilibrium geometry, from the Open Molecules 2025 dataset.

The geometry in XYZ format:
```
53
Properties=species:S:1:pos:R:3:lowdin_charge:R:1
O 0.02655 4.05715 -1.48827 0.12
C 0.10736 2.84241 -1.43433 -0.28
C -0.87167 2.03018 -0.71350 0.00
C -1.99442 2.50262 -0.11563 -0.15
O -2.50946 3.71658 -0.06149 0.15
C -2.70279 1.38599 0.57124 -0.38
O -3.74085 1.50620 1.19640 0.09
N -1.97889 0.27629 0.34081 0.01
C -2.26285 -1.01436 0.91066 -0.09
C -1.84852 -1.06419 2.40204 -0.15
N -1.91784 -2.35501 3.03567 -0.17
C -0.96443 -3.33584 2.55354 -0.17
C -0.96862 -4.51895 3.52475 -0.20
O -2.25082 -5.09087 3.62666 -0.13
C -3.18943 -4.13345 4.05985 -0.20
C -3.24391 -2.94002 3.10357 -0.17
C -0.78602 0.54497 -0.44867 -0.14
C 0.46265 0.14845 0.27463 -0.26
C 1.26427 0.83140 1.14153 0.00
C 2.29794 -0.06511 1.50800 -0.04
C 2.04384 -1.22161 0.83988 -0.12
O 0.93431 -1.10315 0.09181 0.04
C 1.23731 2.15812 -2.08120 -0.15
C 2.35562 2.74753 -2.60582 0.10
C 3.17831 1.69405 -3.08805 -0.14
C 4.42437 1.61502 -3.71168 -0.02
C 4.91003 0.36838 -4.03424 -0.09
C 4.18638 -0.79389 -3.74998 -0.08
C 2.95145 -0.74527 -3.13656 0.01
C 2.46014 0.51016 -2.81216 -0.19
O 1.28776 0.79984 -2.20969 0.08
H -3.33599 3.66302 0.45562 0.13
H -3.33792 -1.19413 0.82513 0.13
H -1.71794 -1.76674 0.33764 0.13
H -2.49637 -0.38009 2.95665 0.13
H -0.81875 -0.70644 2.49310 0.12
H 0.02959 -2.88468 2.52604 0.12
H -1.21825 -3.70859 1.54632 0.13
H -0.30626 -5.31251 3.17451 0.12
H -0.63527 -4.17031 4.51360 0.13
H -4.15233 -4.64507 4.09917 0.12
H -2.92023 -3.77609 5.06476 0.13
H -3.94338 -2.19318 3.48205 0.13
H -3.59230 -3.29366 2.11843 0.13
H -0.83568 -0.03631 -1.37984 0.18
H 1.13720 1.84334 1.46710 0.12
H 3.11251 0.13134 2.17373 0.10
H 2.55746 -2.16193 0.81046 0.12
H 2.55077 3.79985 -2.62899 0.13
H 4.98377 2.51107 -3.93077 0.11
H 5.87127 0.27805 -4.51740 0.10
H 4.60608 -1.75158 -4.01815 0.10
H 2.38761 -1.63665 -2.91288 0.12
```

Properties
* structure (SMILES): O=C(C1=C(O)C(=O)N(CCN2CCOCC2)[C@@H]1c1ccco1)c1cc2ccccc2o1
* relative energy (zero: lowest compared OMol25 entry of this formula, charge and spin): 73.7 kcal per mole